[1]
Entry from OMol25: 2 unconnected molecules or ions with the total composition C9H18O2S2 (the ωB97M-V functional and the def2-TZVPD basis).

Results
Charge: 0
ΔE to the lowest compared entry with this formula, charge and spin in kJ/mol: 191.55
Frontier orbital gap in eV: 8.34
E_HOMO in eV: -8.55

Geometry (Å):
C  -1.18031  -1.65627  -2.12291
C  -1.40755  -0.18990  -1.56238
C  -0.14084  -2.34487  -1.25008
C  -0.71936  -0.13737  -0.28281
C  2.82676  -0.09065  1.35879
C  -1.41265  2.38608  -0.26210
C  -0.27181  1.28978  1.86910
C  2.69137  -0.48523  -0.03481
C  -1.16006  1.03472  0.58701
O  0.40037  -2.01905  1.38534
O  -2.42415  0.58184  1.00252
S  1.49616  0.43768  -1.14499
S  -0.69300  -1.85950  0.40072
H  -2.08647  -2.30775  -2.10648
H  -0.77951  -1.53730  -3.09165
H  -1.02921  0.71852  -1.97899
H  -2.46390  -0.10981  -1.37087
H  -0.13515  -3.35672  -1.21705
H  0.94275  -1.91132  -1.28224
H  3.62667  -0.76863  1.63583
H  3.27166  1.00308  1.45561
H  1.92725  -0.14162  1.82010
H  -2.43217  2.41098  -0.72997
H  -0.58096  2.67347  -0.89832
H  -1.39789  3.12810  0.45276
H  -0.62089  2.26104  2.27450
H  -0.19401  0.40486  2.51122
H  0.78066  1.48619  1.65629
H  2.31163  -1.44403  -0.08537
H  3.56347  -0.53795  -0.67372
H  -2.70887  1.08163  1.68496

Atom charges from the Löwdin analysis, given in e for atoms 1 to 6: atom 1 (C): -0.184, atom 2 (C): -0.239, atom 3 (C): -0.344, atom 4 (C): -0.435, atom 5 (C): -0.170, atom 6 (C): -0.005

[2]
Entry from OMol25: a molecular structure, C9H19AlFO2 (the ωB97M-V functional and the def2-TZVPD basis).

Results
Charge: -1
Frontier orbital gap in eV: 8.19
E_HOMO in eV: -4.70

Geometry (Å):
C  3.15876  1.15073  0.59809
C  2.66966  1.57155  -0.79122
C  1.66777  0.55526  -1.34081
C  0.27055  0.68950  -0.67699
Al  -0.49023  -1.00315  0.15330
C  0.81556  -2.58054  -0.07616
C  1.78475  -2.66680  1.02963
O  1.65603  -2.45164  2.21790
F  3.04350  -3.08551  0.60097
O  -2.06522  -1.39826  -0.67240
C  -3.02074  -0.39267  -0.81864
C  -3.57987  0.18884  0.47620
C  -2.90805  1.45602  0.96798
H  4.01099  0.49274  0.50080
H  2.36730  0.61211  1.10211
H  3.42901  2.00195  1.21012
H  2.16382  2.52465  -0.71062
H  3.50697  1.68533  -1.47478
H  2.08416  -0.43934  -1.22976
H  1.56956  0.75656  -2.40309
H  0.33290  1.43777  0.10857
H  -0.41153  1.07871  -1.42471
H  -0.79352  -0.84253  1.72751
H  1.38799  -2.54202  -0.99728
H  0.30289  -3.53892  -0.07318
H  -3.86349  -0.85202  -1.34236
H  -2.66176  0.41017  -1.46926
H  -3.56214  -0.60047  1.21666
H  -4.62928  0.42661  0.31158
H  -2.82372  2.16899  0.15427
H  -1.91747  1.27925  1.36488
H  -3.49514  1.90713  1.76071

Atom charges from the Löwdin analysis, given in e for atoms 1 to 6: atom 1 (C): -0.103, atom 2 (C): -0.283, atom 3 (C): -0.295, atom 4 (C): -0.227, atom 5 (Al): 0.298, atom 6 (C): -0.138

[3]
Entry from OMol25: a molecular structure, C9H19BeF6N3O9S4 (the ωB97M-V functional and the def2-TZVPD basis).

Results
Charge: -2
ΔE to the lowest compared entry with this formula, charge and spin in kJ/mol: 291.19
Frontier orbital gap in eV: 6.74
E_HOMO in eV: -3.01

Geometry (Å):
Be  -17.28297  13.18369  -5.59982
F  -17.55788  11.44847  -3.73428
F  -15.12956  12.87509  -4.48992
N  -15.73337  14.00505  -1.69103
S  -16.84293  15.12263  -2.33615
O  -16.94317  15.11598  -3.79722
O  -17.01065  16.43457  -1.71292
F  -18.18704  14.32412  -2.04415
S  -14.67628  15.08751  -1.53988
O  -14.71166  15.70945  -0.21447
O  -14.15229  15.76673  -2.70956
F  -13.43790  13.96933  -1.32676
N  -16.54326  13.87183  -7.75256
S  -14.91692  14.59986  -7.77743
O  -14.49353  15.18095  -9.03291
O  -13.92040  14.01189  -6.85492
F  -15.42559  15.87130  -6.82333
S  -16.72722  13.48803  -9.23890
O  -15.71471  12.73514  -9.86374
O  -17.48870  14.35319  -10.10486
F  -17.75335  12.31902  -8.81688
C  -22.37440  13.08461  -5.51081
C  -20.99380  12.99966  -6.24493
C  -21.38841  12.99015  -7.78532
C  -21.78983  14.40603  -8.20246
C  -20.63979  15.28082  -7.94968
C  -20.17216  15.39370  -6.44562
N  -19.92476  14.03620  -5.93505
O  -19.56880  14.02585  -4.55905
C  -18.88411  16.24299  -6.39552
C  -21.17884  16.09006  -5.62202
C  -20.21874  11.59120  -5.97836
H  -22.99452  13.86618  -5.94978
H  -22.32523  13.06900  -4.42204
H  -22.85435  12.14158  -5.77245
H  -20.60338  12.57718  -8.41878
H  -22.23445  12.30928  -7.87883
H  -22.69831  14.79387  -7.74164
H  -21.98820  14.31157  -9.27008
H  -20.99578  16.20133  -8.41230
H  -19.80455  15.00285  -8.59249
H  -18.97603  17.18107  -6.94293
H  -18.49172  16.44217  -5.39829
H  -18.00810  15.85185  -6.91293
H  -21.28949  17.04915  -6.12798
H  -22.19284  15.69073  -5.64303
H  -20.83807  16.26674  -4.60185
H  -20.33099  11.39611  -4.91185
H  -19.19356  11.42986  -6.31163
H  -20.64915  10.74400  -6.51231
H  -20.43223  14.12259  -4.15073

Atom charges from the Löwdin analysis, given in e for atoms 1 to 6: atom 1 (Be): 0.961, atom 2 (F): -0.639, atom 3 (F): -0.558, atom 4 (N): -0.217, atom 5 (S): 0.567, atom 6 (O): -0.355

[4]
Entry from OMol25: a molecular structure, C9H19Br2IOSb (the ωB97M-V functional and the def2-TZVPD basis).

Results
Charge: -1
Frontier orbital gap in eV: 7.52
E_HOMO in eV: -4.62

Geometry (Å):
C  -2.96478  0.54932  1.46841
C  -2.45438  -0.34503  0.61560
Sb  -0.34390  -0.95671  0.81840
C  -0.61232  -2.63290  -0.52231
I  -1.05805  -2.78303  3.06420
O  0.22073  0.28389  -0.66289
C  -0.58584  0.50764  -1.78548
C  -1.40282  1.81527  -1.70160
C  -0.79106  2.81986  -0.72904
C  1.82593  -1.41615  1.27872
Br  2.54672  -2.96371  0.30748
C  2.88254  -0.31607  1.12286
C  3.26176  0.04479  -0.32223
Br  2.42189  1.30316  2.14004
H  -3.59173  1.38762  1.16135
H  -2.68816  0.50249  2.52359
H  -3.03780  -0.76995  -0.20406
H  -0.24104  0.25799  2.01743
H  -1.65658  -2.56977  -0.83676
H  -0.47832  -3.57214  0.00387
H  0.01385  -2.54842  -1.40888
H  0.08215  0.58509  -2.65542
H  -1.25709  -0.33483  -1.99865
H  -1.39392  2.26747  -2.69901
H  -2.44301  1.60705  -1.44405
H  -0.95636  2.52076  0.30539
H  -1.23130  3.80903  -0.88231
H  0.28367  2.90656  -0.89060
H  1.82537  -1.74347  2.31704
H  3.77876  -0.67434  1.62782
H  4.29988  -0.21851  -0.51947
H  2.59395  -0.43927  -1.02879
H  3.15127  1.11633  -0.48068

Atom charges from the Löwdin analysis, given in e for atoms 1 to 6: atom 1 (C): -0.152, atom 2 (C): -0.364, atom 3 (Sb): 0.983, atom 4 (C): -0.342, atom 5 (I): -0.066, atom 6 (O): -0.446

[5]
Entry from OMol25: 2 unconnected molecules or ions with the total composition C9H19Br3NS (the ωB97M-V functional and the def2-TZVPD basis).

Results
Charge: -1
Frontier orbital gap in eV: 3.94
E_HOMO in eV: -1.46

Geometry (Å):
C  -1.62269  0.58818  5.56659
C  -1.57628  0.09409  4.12765
S  -0.12395  -0.94362  3.82664
C  0.56661  -0.27860  2.27855
C  0.26377  -1.03152  1.00183
N  1.10326  -0.41944  -0.05476
C  -1.21211  -0.85191  0.64123
C  -1.55544  0.45305  -0.09775
C  -1.42359  0.48471  -1.62511
Br  -1.04516  -1.18978  -2.52999
H  -0.87105  1.35552  5.74259
H  -1.42560  -0.22923  6.25815
H  -2.60215  1.00675  5.80689
H  -1.56998  0.93126  3.43382
H  -2.47011  -0.49272  3.91336
H  1.64494  -0.29330  2.42987
H  0.28646  0.80441  2.23118
H  2.02196  -0.83266  -0.04984
H  1.24761  0.59427  0.07657
H  -1.75584  -0.83574  1.59012
H  -1.61909  -1.70228  0.09247
H  -2.57894  0.75520  0.13434
H  -0.90125  1.22557  0.31236
H  -0.65212  1.18090  -1.93155
H  -2.35564  0.81112  -2.07552
Br  1.87541  1.34222  -3.60359
C  2.78096  -0.16852  -4.41068
C  2.57382  -0.23200  -5.90100
Br  0.78172  -0.81260  -6.37753
H  2.40776  -1.05169  -3.90081
H  3.83779  -0.03610  -4.18967
H  3.24893  -0.96027  -6.34506
H  2.72001  0.73475  -6.37136

Atom charges from the Löwdin analysis, given in e for atoms 1 to 6: atom 1 (C): -0.205, atom 2 (C): -0.598, atom 3 (S): 0.803, atom 4 (C): -0.593, atom 5 (C): -0.487, atom 6 (N): -0.062

[6]
Entry from OMol25: a molecular structure, C9H19CaN2O4 (the ωB97M-V functional and the def2-TZVPD basis).

Results
Charge: +1
ΔE to the lowest compared entry with this formula, charge and spin in kJ/mol: 115.51
Frontier orbital gap in eV: 9.10
E_HOMO in eV: -11.60

Geometry (Å):
Ca  -0.54159  -0.46956  1.68596
C  0.89018  3.99706  2.06500
N  1.51555  3.08735  1.10165
C  2.45990  3.60482  0.11595
C  1.16173  1.80948  1.14741
O  0.41185  1.36373  2.03350
C  1.71350  0.89245  0.05865
O  1.13068  -0.39935  0.15067
C  0.50437  -0.93280  -1.01275
C  -1.01592  -0.78977  -0.88923
O  -1.45867  0.04515  -0.06917
N  -1.80476  -1.55150  -1.62282
C  -3.24529  -1.55780  -1.38587
C  -1.36203  -2.36593  -2.74294
H  1.29607  4.99379  1.93337
H  1.07078  3.66550  3.08572
H  -0.18796  4.02617  1.90555
H  2.68445  4.63788  0.35566
H  2.05271  3.57602  -0.89712
H  3.39594  3.04585  0.13270
H  2.79465  0.79531  0.19519
H  1.52850  1.34060  -0.91942
H  0.76039  -1.98959  -1.04165
H  0.86718  -0.43504  -1.91436
H  -3.45783  -1.13646  -0.41088
H  -3.59246  -2.58895  -1.41554
H  -3.76801  -0.98009  -2.14947
H  -0.27889  -2.39549  -2.82159
H  -1.76776  -1.95588  -3.66929
H  -1.73202  -3.38362  -2.62539
C  -0.39698  -3.62595  1.94393
O  -0.64012  -2.35610  1.40038
H  -0.27543  -4.37003  1.14621
H  -1.22847  -3.95590  2.57662
H  0.51577  -3.64132  2.55334

Atom charges from the Löwdin analysis, given in e for atoms 1 to 6: atom 1 (Ca): 1.544, atom 2 (C): 0.004, atom 3 (N): -0.113, atom 4 (C): -0.013, atom 5 (C): -0.409, atom 6 (O): -0.116

[7]
Entry from OMol25: a molecular structure, C9H19CaNO3P (the ωB97M-V functional and the def2-TZVPD basis).

Results
Charge: +2
Frontier orbital gap (spin up / spin down) in eV: 3.47 / 3.46
Spin multiplicity: 2
E_HOMO (spin up / spin down) in eV: -14.33 / -14.33

Geometry (Å):
C  0.93583  -2.11780  0.75583
C  0.24132  -1.19203  -0.30869
C  0.10318  -2.12808  -1.58601
C  -1.21194  -0.85459  0.15994
C  -1.57115  0.65196  0.35642
O  -2.30143  0.75289  1.57600
P  -2.77274  1.28822  -0.94799
O  -4.14344  0.65983  -0.72034
C  -0.37520  1.65492  0.50101
C  1.05384  1.09109  0.19307
C  1.83420  2.24909  -0.54863
C  1.80601  0.88556  1.54068
N  1.07498  -0.07290  -0.71715
O  0.77735  0.30548  -1.91503
H  0.55344  -1.95379  1.77587
H  0.81695  -3.20552  0.45436
H  2.01327  -1.84662  0.77295
H  -0.30480  -3.11141  -1.22493
H  -0.67104  -1.72005  -2.24483
H  1.07779  -2.23964  -2.08489
H  -1.41221  -1.41717  1.08637
H  -1.92162  -1.26674  -0.58451
H  -2.98221  0.07640  1.55691
H  -2.25977  1.09373  -2.26025
H  -2.91005  2.69628  -0.74217
H  -0.59732  2.51963  -0.14957
H  -0.39267  2.04001  1.53023
H  2.31865  2.84246  0.24531
H  2.66786  1.83160  -1.13599
H  1.18190  2.86364  -1.17240
H  2.88090  0.74843  1.34718
H  1.70731  1.83053  2.09569
H  1.36917  0.10368  2.18580
Ca  1.41366  -5.05910  0.20972

Atom charges from the Löwdin analysis, given in e for atoms 1 to 6: atom 1 (C): -0.055, atom 2 (C): -0.438, atom 3 (C): -0.030, atom 4 (C): -0.056, atom 5 (C): -0.552, atom 6 (O): -0.036

Number 1: electronic energy -35386.3688 eV. Number 2: electronic energy -23053.7477 eV. Number 3: electronic energy -92579.7612 eV. Number 4: electronic energy -166410.9051 eV. Number 5: electronic energy -232092.5966 eV. Number 6: electronic energy -39246.1693 eV. Number 7: electronic energy -44979.3876 eV.